146
Properties=species:S:1:pos:R:3:forces:R:3 method="wB97M-V/def2-TZVPD" molar_mass_g_mol=1100.88 total_charge=+1 total_energy_ev=-154220.965 multiplicity=1 fmax_ev_per_a=3.27
C 5.0435 -3.3822 0.4496 0.2150 0.4338 -0.8495
C 4.4427 -2.6121 -0.7160 0.3055 -0.6524 -0.5128
C 3.0224 -3.0514 -1.0505 0.7987 1.3187 0.9076
Br 3.0905 -4.8792 -1.7359 -0.3417 -0.0165 0.0321
N 2.4211 -2.0807 -1.9681 0.1614 -1.1486 -1.1196
C 3.1744 -1.8871 -3.2110 0.5747 0.0825 -0.2495
C 1.0902 -2.2231 -2.1975 0.3408 0.4248 -0.6649
N 0.3045 -1.6357 -1.3529 -0.6910 0.0441 0.7470
C 0.7982 -0.8922 -0.1999 0.5693 1.0413 -3.0434
I 1.8195 0.9252 -0.6627 -0.2883 -0.5568 -0.1713
C 0.6283 -1.2345 1.0292 -0.7412 -1.0230 1.9369
C 1.1146 -0.4274 2.1715 -0.1822 0.2173 0.1858
I -0.4591 -2.9695 1.5027 0.1743 0.1378 -0.0382
N 0.6638 -2.9398 -3.3935 -0.1471 -0.4037 1.0073
F 0.4835 -2.0215 -4.4338 -0.1553 0.6216 0.0032
C -0.5843 -3.7007 -3.2872 -0.6793 0.2113 0.5197
C -0.4221 -5.0435 -2.5925 -0.0389 0.4892 0.8092
C -0.9987 -5.3526 -1.2403 -0.7283 0.1324 -0.5919
N 0.1860 -5.8929 -3.2603 0.8816 -1.2180 -1.1458
H 5.1431 -4.4167 0.1515 -0.1291 -0.3833 0.3303
H 6.0487 -2.9983 0.5920 0.0066 0.0644 0.3974
H 4.4382 -3.2649 1.3327 -0.0620 -0.1757 0.5178
H 4.4867 -1.5368 -0.5802 -0.2368 0.2657 0.2414
H 5.0521 -2.8353 -1.5888 0.1905 0.1490 -0.1747
H 2.4659 -3.0106 -0.1232 -0.4624 -0.5311 0.0578
H 2.6032 -1.3403 -3.9416 -0.3363 0.1234 -0.0990
H 3.5318 -2.8089 -3.6598 -0.1409 -0.2707 0.0469
H 4.0319 -1.2714 -2.9848 0.2341 0.1728 0.1974
H -0.7101 -1.6425 -1.4779 0.0453 -0.2470 0.0432
H 2.1973 -0.4348 2.2160 0.2612 -0.0754 0.0675
H 0.7990 0.6000 2.0298 -0.0208 0.2493 0.0875
H 0.6997 -0.7823 3.0970 0.0026 -0.1357 0.4038
H -1.4208 -3.1394 -2.8581 0.0527 0.2413 0.1037
H -0.8830 -3.9568 -4.2905 0.1922 0.1331 -0.4712
H -1.4362 -6.3403 -1.3091 -0.1056 -0.2959 0.0660
H -1.8184 -4.6776 -1.0171 0.0495 0.1951 0.4508
H -0.2516 -5.4000 -0.4624 0.2351 0.3106 0.2454
H 0.2397 -6.7824 -2.7642 0.0794 -0.0539 -0.0634
C 1.4655 6.5593 -1.0495 -0.0347 0.1449 0.1877
C 2.6319 5.7752 -0.4708 -0.3704 -0.2463 -0.4997
C 3.3665 4.9917 -1.5492 0.2093 -0.0789 0.1327
O 2.1625 4.8774 0.5389 0.2188 -0.0277 0.2279
H 0.7359 5.8830 -1.5075 0.0935 -0.0451 -0.0901
H 0.9460 7.1089 -0.2645 0.0602 0.0387 -0.0315
H 1.8029 7.2682 -1.8070 -0.0181 -0.0246 -0.0257
H 3.3247 6.4587 0.0201 -0.0159 -0.0819 0.1545
H 2.6932 4.2674 -2.0215 -0.0800 0.1057 -0.0536
H 4.1971 4.4301 -1.1172 0.0280 0.0608 0.0078
H 3.7590 5.6522 -2.3229 -0.0198 -0.0285 -0.0319
H 1.5465 4.2663 0.1207 -0.0826 0.1000 -0.0163
C -0.5857 7.7044 3.4110 0.2171 0.0375 0.0087
C -1.1205 8.5624 2.2748 -0.3491 -0.4785 0.2212
C -2.6179 8.7843 2.4071 -0.0571 0.1335 -0.1178
O -0.8345 7.9363 1.0218 0.1240 0.1868 -0.1178
H -1.0605 6.7193 3.4036 -0.1027 0.0478 0.0181
H 0.4877 7.5464 3.2990 0.0006 0.0467 0.0038
H -0.7704 8.1705 4.3798 -0.0173 -0.0222 0.0037
H -0.6050 9.5233 2.2681 0.0680 -0.0313 -0.1696
H -3.1552 7.8318 2.3674 0.0378 -0.0262 0.0965
H -2.9868 9.3947 1.5816 0.0411 0.0577 0.0303
H -2.8639 9.2823 3.3462 -0.0165 -0.0164 -0.0003
H -1.2835 7.0824 1.0103 -0.0042 0.0662 0.0527
C -5.8989 8.7683 0.6464 0.0703 0.0697 0.0971
C -5.2589 7.5097 0.0839 -0.6181 0.0914 -0.0336
C -5.8705 7.1276 -1.2558 0.1299 -0.1063 -0.0949
O -5.4173 6.4340 1.0117 0.3126 -0.0951 0.0089
H -6.9684 8.6195 0.8180 -0.0147 -0.0027 -0.0961
H -5.4557 9.0244 1.6092 0.0497 0.0171 -0.0314
H -5.7709 9.6136 -0.0330 -0.0120 0.0034 0.0061
H -4.1853 7.6658 -0.0362 0.0377 -0.1386 0.1076
H -6.9392 6.9236 -1.1448 -0.0176 0.1060 0.0341
H -5.4072 6.2189 -1.6429 0.0424 0.0309 -0.0052
H -5.7436 7.9238 -1.9909 -0.0260 -0.0006 0.0006
H -6.3631 6.2856 1.1297 0.0556 0.0594 0.0142
C 1.0558 -6.9857 2.4442 0.0307 0.0835 -0.1745
C 2.5322 -7.0831 2.1004 -0.1695 -0.2022 0.5722
C 3.0856 -8.4680 2.3962 0.1513 -0.0198 -0.1198
O 3.2616 -6.0995 2.8375 0.0822 0.2027 -0.2254
H 0.8975 -7.1678 3.5098 -0.0052 -0.1177 -0.0105
H 0.6737 -5.9846 2.2331 0.0193 -0.0075 -0.0517
H 0.4621 -7.7049 1.8814 -0.0379 -0.0106 0.0600
H 2.6786 -6.8504 1.0455 0.1295 0.1534 -0.0386
H 2.9895 -8.7009 3.4602 -0.1080 0.0024 -0.0124
H 4.1469 -8.5154 2.1498 -0.0213 0.0103 -0.0470
H 2.5603 -9.2355 1.8252 -0.0028 -0.0058 0.0323
H 3.1455 -6.2910 3.7760 0.0307 -0.0096 -0.0769
C -1.9956 -7.3457 5.3102 0.2042 0.0446 0.0157
C -2.3521 -6.5287 4.0782 -0.4028 -0.4666 0.1635
C -3.8383 -6.2079 4.0373 0.0062 0.1729 -0.1228
O -1.9743 -7.2409 2.8968 0.0797 0.2102 -0.1220
H -2.5287 -8.2998 5.3050 -0.0941 0.0503 0.0066
H -0.9289 -7.5726 5.3248 0.0013 0.0468 0.0092
H -2.2504 -6.8123 6.2266 -0.0164 -0.0242 0.0061
H -1.7767 -5.6002 4.0759 0.0880 -0.0407 -0.1284
H -4.4280 -7.1270 3.9932 0.0342 -0.0285 0.0968
H -4.0811 -5.6263 3.1467 0.0215 0.0332 0.0226
H -4.1460 -5.6418 4.9172 -0.0192 -0.0228 0.0042
H -2.4716 -8.0674 2.8787 0.0127 0.0630 0.0314
C 6.1041 -7.6034 -3.9447 0.1517 0.0314 -0.0954
C 6.5815 -7.8390 -2.5197 -0.5539 0.1193 -0.0783
C 5.5673 -8.6439 -1.7206 0.0893 -0.0828 0.1429
O 6.8220 -6.5884 -1.8754 0.2295 -0.0130 0.0444
H 5.1694 -7.0338 -3.9470 -0.0528 -0.0781 0.0528
H 6.8385 -7.0214 -4.5021 0.0314 -0.0421 0.0089
H 5.9364 -8.5456 -4.4682 -0.0273 0.0143 -0.0054
H 7.5352 -8.3669 -2.5363 0.0721 0.1126 0.0741
H 4.6160 -8.1049 -1.6549 -0.0013 -0.0044 -0.1058
H 5.9212 -8.7998 -0.7010 0.0366 -0.0200 -0.0199
H 5.3830 -9.6170 -2.1781 -0.0300 0.0125 0.0001
H 5.9849 -6.1113 -1.8546 -0.0122 0.0086 0.0054
C 7.1665 1.1055 2.0144 -0.1933 0.0167 -0.0975
C 7.0931 -0.3527 2.4417 0.5704 0.2817 0.0042
C 8.0513 -0.6424 3.5861 -0.0849 -0.1821 0.0868
O 7.3924 -1.2007 1.3306 -0.2254 -0.0694 -0.0797
H 8.1710 1.3519 1.6612 0.0408 -0.0175 0.0976
H 6.4784 1.2988 1.1898 -0.0351 -0.0025 0.0329
H 6.9170 1.7734 2.8398 0.0269 0.0100 -0.0080
H 6.0734 -0.5940 2.7480 -0.0150 -0.1207 -0.1099
H 9.0829 -0.4495 3.2807 -0.0224 0.1064 -0.0139
H 7.9921 -1.6913 3.8782 -0.0462 0.0141 0.0131
H 7.8271 -0.0247 4.4566 0.0273 0.0102 -0.0078
H 8.2917 -1.0043 1.0418 -0.0460 -0.0157 0.0480
C -8.9599 11.3098 -0.3263 0.2005 -0.0235 -0.0386
C -9.5005 9.8889 -0.2771 -0.3916 0.4823 0.2257
C -10.9489 9.8274 -0.7375 -0.0149 -0.1906 -0.0796
O -9.3967 9.3819 1.0550 0.1732 -0.2333 -0.0845
H -9.5347 11.9622 0.3364 -0.0896 -0.0152 -0.0606
H -7.9241 11.3365 0.0144 0.0060 -0.0316 -0.0378
H -9.0050 11.7167 -1.3375 -0.0183 0.0231 0.0138
H -8.8873 9.2430 -0.9081 0.0470 -0.1027 0.1407
H -11.5843 10.4342 -0.0870 0.0538 0.0923 -0.0322
H -11.3221 8.8040 -0.6890 0.0369 -0.0080 -0.0353
H -11.0554 10.1892 -1.7611 -0.0198 0.0208 0.0131
H -9.9334 9.9446 1.6253 0.0367 -0.0397 -0.0343
C -3.8933 -1.9826 -4.6291 -0.0268 -0.1995 0.0933
C -3.8231 -0.6856 -3.8472 0.3281 -0.0089 -0.6661
C -3.4895 0.4872 -4.7534 -0.0115 0.1823 0.1310
O -2.8232 -0.8002 -2.8278 0.2144 -0.1344 0.7447
H -2.9229 -2.1873 -5.0928 -0.0323 0.0657 -0.1094
H -4.1248 -2.8230 -3.9721 -0.0812 0.0353 0.0007
H -4.6470 -1.9340 -5.4145 0.0162 -0.0220 -0.0107
H -4.7714 -0.4997 -3.3442 0.1180 -0.0293 0.2361
H -2.5173 0.3387 -5.2327 -0.0460 -0.0935 -0.0604
H -3.4284 1.4109 -4.1775 -0.0639 -0.0060 0.0026
H -4.2429 0.6111 -5.5312 0.0160 -0.0038 -0.0160
H -1.9709 -0.9621 -3.2492 -0.2183 0.2081 -0.4257